Formula: C41H40N2O5W
Source: the Open Molecules 2025 dataset
Level of theory: ωB97M-V/def2-TZVPD

Element x y z (Å)
W (0.993, -0.986, -0.470)
O (0.766, -7.154, -1.230)
C (0.815, -5.981, -1.086)
C (-0.409, -5.018, -0.911)
O (-1.564, -5.302, -0.879)
C (0.245, -3.695, -0.783)
C (1.586, -3.738, -0.855)
O (2.155, -2.536, -0.723)
C (2.119, -5.112, -1.051)
O (3.247, -5.475, -1.146)
O (-0.231, -2.450, -0.595)
C (4.071, -1.834, 1.568)
C (3.109, -0.661, 1.682)
C (3.833, 0.676, 1.836)
C (2.040, -0.852, 2.742)
C (2.421, -1.210, 4.031)
C (1.471, -1.314, 5.033)
C (0.131, -1.058, 4.778)
C (-0.301, -0.691, 3.509)
C (-1.758, -0.443, 3.168)
C (-2.321, -1.622, 2.364)
C (-2.624, -0.166, 4.393)
C (0.686, -0.600, 2.526)
N (0.313, -0.224, 1.191)
C (0.142, 1.045, 0.806)
C (-0.232, 1.254, -0.580)
N (-0.328, 0.169, -1.351)
C (-0.916, 0.232, -2.654)
C (-0.086, 0.097, -3.771)
C (-0.681, 0.240, -5.018)
C (-2.041, 0.477, -5.136)
C (-2.838, 0.566, -4.007)
C (-2.297, 0.451, -2.731)
C (-3.204, 0.484, -1.515)
C (-4.106, -0.755, -1.508)
C (-4.028, 1.772, -1.453)
C (1.393, -0.252, -3.738)
C (2.231, 0.311, -2.586)
C (1.582, -1.765, -3.892)
C (-0.293, 2.687, -0.825)
C (-0.597, 3.489, -1.900)
C (-0.567, 4.889, -1.714)
C (-0.260, 5.461, -0.499)
C (0.049, 4.653, 0.625)
C (0.381, 5.085, 1.934)
C (0.655, 4.173, 2.930)
C (0.623, 2.781, 2.704)
C (0.317, 2.340, 1.436)
C (0.029, 3.278, 0.418)
H (4.715, -1.728, 0.696)
H (3.552, -2.789, 1.514)
H (4.714, -1.848, 2.448)
H (2.638, -0.552, 0.628)
H (4.338, 0.687, 2.803)
H (3.142, 1.519, 1.810)
H (4.588, 0.805, 1.060)
H (3.461, -1.407, 4.257)
H (1.779, -1.602, 6.030)
H (-0.587, -1.147, 5.581)
H (-1.802, 0.451, 2.533)
H (-2.285, -2.537, 2.958)
H (-1.768, -1.798, 1.440)
H (-3.363, -1.435, 2.102)
H (-2.733, -1.058, 5.012)
H (-3.623, 0.128, 4.075)
H (-2.217, 0.635, 5.011)
H (-0.069, 0.161, -5.908)
H (-2.484, 0.581, -6.117)
H (-3.903, 0.723, -4.118)
H (-2.594, 0.437, -0.609)
H (-4.764, -0.764, -2.378)
H (-4.735, -0.757, -0.617)
H (-3.521, -1.676, -1.517)
H (-4.706, 1.849, -2.304)
H (-3.393, 2.660, -1.447)
H (-4.637, 1.782, -0.550)
H (1.823, 0.219, -4.625)
H (2.441, -0.378, -1.696)
H (1.932, 1.296, -2.227)
H (3.280, 0.370, -2.884)
H (1.029, -2.309, -3.119)
H (2.634, -2.049, -3.836)
H (1.186, -2.100, -4.849)
H (-0.869, 3.077, -2.864)
H (-0.804, 5.528, -2.553)
H (-0.256, 6.539, -0.401)
H (0.416, 6.145, 2.154)
H (0.897, 4.532, 3.921)
H (0.831, 2.094, 3.516)

Force components x, y, z for each atom (eV/Å):
0.09 -0.10 -0.03
0.00 -0.01 0.02
0.00 0.01 -0.10
0.04 -0.01 0.07
-0.01 0.00 -0.02
0.00 0.02 -0.02
0.01 0.05 0.00
-0.06 0.02 0.03
-0.02 0.02 0.07
0.01 -0.01 -0.02
0.01 0.08 -0.01
0.00 0.01 0.00
-0.01 0.02 -0.01
0.00 0.00 0.01
0.00 0.01 -0.01
0.00 -0.01 0.02
0.01 0.00 0.00
-0.01 0.02 0.00
0.02 -0.02 0.01
0.01 0.01 -0.02
-0.01 0.01 0.01
-0.01 -0.01 0.00
-0.02 -0.01 -0.02
0.01 0.00 0.01
0.00 -0.02 0.04
-0.01 0.03 -0.01
-0.03 0.02 0.01
0.02 -0.02 0.01
0.00 -0.01 0.00
0.00 0.00 0.00
0.00 0.00 0.00
0.00 0.01 0.00
-0.02 0.01 -0.01
0.00 0.00 0.01
0.00 0.00 0.00
0.00 0.00 0.00
0.00 0.00 0.01
0.00 -0.01 0.02
0.00 0.00 0.00
-0.02 -0.01 -0.02
0.00 -0.01 0.00
0.00 0.00 0.00
0.00 0.01 0.00
0.00 0.01 0.00
0.00 0.00 0.00
0.00 -0.01 0.00
0.00 0.00 0.00
0.00 -0.01 0.03
0.00 0.01 0.00
0.00 0.00 0.00
0.00 0.00 0.00
0.00 0.00 0.00
0.00 -0.03 -0.01
0.00 0.00 0.00
0.00 0.00 0.00
0.00 0.00 0.00
0.00 0.00 0.00
0.00 0.00 0.00
0.00 0.00 0.00
0.00 0.00 0.00
0.00 0.00 0.00
-0.01 0.00 0.00
0.00 0.00 0.00
0.00 0.00 0.00
0.00 0.00 0.00
0.00 0.00 0.00
0.00 0.00 0.00
0.00 0.00 0.00
0.00 0.00 0.00
0.00 0.00 -0.01
0.00 0.00 0.00
0.00 0.00 0.00
0.00 0.00 0.00
0.00 0.00 0.00
0.00 0.00 0.00
0.00 0.00 0.00
0.00 0.01 0.00
0.01 -0.06 -0.03
-0.01 0.00 0.00
0.00 0.01 -0.01
0.00 0.00 0.00
0.00 0.00 0.00
0.00 0.00 0.00
0.00 0.00 0.00
0.00 0.00 0.00
0.00 0.00 0.00
0.00 0.00 0.00
0.00 0.00 0.00
0.00 0.00 0.00

Values from the calculation:
**Total charge**: +2
**Spin multiplicity**: 1
**DFT total energy**: -2138.57826 Ha
**Relative energy (zero: lowest compared OMol25 entry of this formula, charge and spin)**: 0.0060 eV
**HOMO level**: -0.521 Ha
**HOMO-LUMO gap**: 6.3 eV

Formula: C41H41Zr
Source: the Open Molecules 2025 dataset
Level of theory: ωB97M-V/def2-TZVPD

Element x y z (Å)
C (-3.044, 6.071, -0.363)
C (-2.799, 4.571, -0.283)
C (-2.965, 3.814, 0.898)
C (-2.828, 2.400, 0.959)
C (-2.371, 1.703, -0.173)
C (-2.130, 0.225, -0.098)
C (-2.042, -0.447, -1.424)
C (-2.644, -1.656, -1.706)
C (-2.665, -2.324, -2.997)
C (-3.059, -3.687, -3.113)
C (-2.697, -4.423, -4.236)
C (-2.070, -3.815, -5.326)
C (-1.573, -4.657, -6.454)
C (-1.845, -2.429, -5.288)
C (-2.170, -1.678, -4.179)
C (-2.015, 2.474, -1.306)
C (-2.388, 3.828, -1.413)
H (-2.556, 6.507, -1.266)
H (-4.136, 6.278, -0.443)
H (-2.726, 6.602, 0.558)
H (-3.281, 4.321, 1.834)
H (-3.139, 1.850, 1.852)
H (-2.728, -0.326, 0.639)
H (-1.410, 0.077, -2.157)
H (-3.076, -2.253, -0.849)
H (-3.613, -4.117, -2.295)
H (-2.893, -5.483, -4.248)
H (-1.092, -4.029, -7.196)
H (-0.880, -5.441, -6.146)
H (-2.431, -5.142, -6.910)
H (-1.389, -1.967, -6.136)
H (-2.078, -0.582, -4.146)
H (-1.501, 1.999, -2.170)
H (-2.324, 4.290, -2.418)
C (-1.428, 0.755, 5.174)
C (-1.667, -0.520, 4.705)
C (-1.299, -0.883, 3.391)
C (-0.805, 0.085, 2.471)
C (-0.843, -0.163, 0.895)
Zr (3.166, 0.448, 1.503)
C (3.786, -1.029, -0.065)
C (2.586, -1.861, -0.425)
C (1.843, -1.659, -1.618)
C (0.764, -2.459, -1.963)
C (0.340, -3.496, -1.128)
C (0.990, -3.670, 0.108)
C (2.075, -2.873, 0.459)
C (3.101, 1.099, 3.909)
C (2.558, -0.223, 3.836)
C (3.603, -1.108, 3.387)
C (4.782, -0.312, 3.083)
C (4.465, 1.061, 3.420)
C (1.871, 2.894, 0.855)
C (2.051, 2.301, -0.433)
C (3.432, 1.996, -0.598)
C (4.143, 2.399, 0.607)
C (3.159, 2.970, 1.493)
C (-0.441, 1.328, 3.036)
C (-0.809, 1.666, 4.330)
H (-1.670, 0.971, 6.212)
H (-2.094, -1.306, 5.333)
H (-1.488, -1.953, 3.103)
H (-0.376, -1.184, 0.817)
H (0.010, 0.493, 0.465)
H (4.288, -0.437, -0.848)
H (4.575, -1.476, 0.568)
H (2.082, -0.850, -2.336)
H (0.278, -2.336, -2.938)
H (-0.487, -4.142, -1.442)
H (0.657, -4.483, 0.745)
H (2.592, -3.075, 1.424)
H (2.518, 1.997, 4.211)
H (1.528, -0.519, 4.125)
H (3.528, -2.195, 3.278)
H (5.752, -0.686, 2.752)
H (5.139, 1.919, 3.293)
H (0.967, 3.386, 1.214)
H (1.279, 2.214, -1.210)
H (3.899, 1.667, -1.529)
H (5.227, 2.417, 0.735)
H (3.408, 3.552, 2.397)
H (0.100, 2.076, 2.456)
H (-0.576, 2.649, 4.740)

Force components x, y, z for each atom (eV/Å):
-0.52 0.04 -0.04
0.23 -1.14 -0.10
-0.36 -0.23 0.54
-0.33 1.07 -0.94
0.70 0.74 0.44
1.39 -1.75 2.74
-0.64 -1.94 -0.26
0.23 1.50 1.44
0.40 -0.42 -1.45
0.80 1.37 -0.17
-0.28 0.64 0.03
0.44 0.14 0.96
-0.30 0.05 -0.24
-0.45 -0.64 0.25
-0.57 -0.24 1.42
-0.66 -0.21 -0.25
0.47 -0.01 0.12
-0.26 -0.27 0.80
0.58 -0.13 -0.07
0.09 -0.36 -0.61
0.22 -0.24 -0.71
0.32 0.29 -0.23
-1.64 0.49 -0.95
-0.52 -0.53 0.15
0.22 0.93 -0.94
0.16 -0.34 0.26
-0.10 -0.21 -0.12
0.13 -0.03 -0.23
0.01 0.13 0.13
-0.03 -0.21 -0.33
0.18 0.33 -0.49
0.30 -0.63 -0.16
-0.71 0.46 0.67
0.24 -0.06 0.83
-0.19 -0.41 0.21
0.56 -0.93 -0.72
-0.61 -0.05 -0.57
-1.38 -0.12 -0.58
3.97 1.52 -0.19
-2.34 1.62 -0.45
0.10 -1.06 -0.70
0.54 0.19 0.49
0.07 0.47 -0.26
-0.06 -0.58 0.02
0.07 0.11 0.24
-0.12 0.18 -0.85
0.55 0.11 0.00
0.94 -0.09 -0.18
-0.73 -0.01 -0.06
0.85 0.79 -0.63
-0.48 0.55 1.35
-0.30 -0.93 1.16
0.76 -0.34 -0.08
0.72 0.10 0.39
-0.29 0.75 0.64
0.18 0.34 -0.90
0.06 0.04 -0.46
-0.52 0.15 -0.45
0.45 0.17 0.49
-0.02 0.29 -0.22
0.13 0.37 -0.03
0.16 1.25 -0.08
-1.22 0.51 -0.68
-1.00 -0.92 0.87
-0.57 -0.59 0.03
-0.53 -0.42 -0.32
0.28 -0.48 0.66
0.12 0.13 0.41
0.30 0.22 0.22
0.09 0.12 0.19
-0.36 0.29 -0.85
0.65 -0.79 -0.41
0.99 0.27 -0.13
0.01 0.57 -0.06
-0.38 0.22 0.12
-0.43 -0.54 0.10
0.18 -0.33 -0.11
0.34 -0.19 0.52
-0.24 -0.13 0.50
-0.42 0.24 -0.18
-0.34 -0.65 -0.53
-0.37 -0.41 -0.09
0.09 -0.13 -0.29

Values from the calculation:
**Total charge**: -1
**Spin multiplicity**: 1
**DFT total energy**: -1633.86525 Ha
**HOMO level**: -0.037 Ha
**HOMO-LUMO gap**: 3.5 eV